A 9-piece molecular cluster, C30H83N5O14 overall, computed with the ωB97M-V functional and the def2-TZVPD basis.

The value obtained for the HOMO energy is -0.306 hartree. The calculation puts the maximum force at 2.4 eV/Å. The value obtained for the energy above the lowest of the compared OMol25 structures with the same formula, charge and spin is 376.1 kJ/mol. As for the SMILES: COCCNCCOC.COCCNCCOC.COCCNCCOC.COCCNCCOC.COCCNCCOC.O.O.O.O.

Each line ends with the Löwdin charge.
Atoms and positions in Å:
O -29.29972 11.94278 -16.52556  -0.059
H -28.43197 11.55604 -16.34923  0.014
H -29.40920 12.61182 -15.84114  0.033
O -22.65160 10.16808 -14.04181  -0.048
H -22.23105 9.58222 -13.40159  0.049
H -22.65196 9.66715 -14.86678  0.032
O -27.05632 5.82778 -13.69719  -0.076
H -26.69824 6.21054 -14.51578  -0.003
H -27.81206 5.31212 -13.99277  -0.004
O -25.50169 7.72436 -20.63775  -0.055
H -26.22414 8.04667 -21.18779  0.038
H -25.82154 6.89197 -20.26915  0.005
C -18.88923 3.88726 -20.45871  -0.108
O -19.62177 2.67864 -20.44752  -0.177
C -19.93513 2.27265 -19.14313  -0.240
C -18.71477 1.84397 -18.28122  -0.183
N -17.88690 0.84029 -18.96395  -0.065
C -18.49591 -0.49696 -19.00426  -0.192
C -18.28595 -1.32053 -17.74012  -0.244
O -18.21955 -2.66596 -18.14032  -0.198
C -17.80879 -3.56560 -17.12334  -0.101
H -19.32051 4.69398 -19.85467  0.074
H -18.89752 4.21595 -21.49665  0.092
H -17.85977 3.78227 -20.10581  0.086
H -20.62957 1.43324 -19.22195  0.109
H -20.48238 3.06275 -18.60683  0.110
H -19.10981 1.38190 -17.37911  0.114
H -18.08516 2.70689 -18.08187  0.104
H -17.61561 1.11390 -19.89538  0.097
H -18.17020 -0.97000 -19.92771  0.125
H -19.58329 -0.40205 -19.12207  0.103
H -19.07882 -1.07923 -17.01490  0.116
H -17.40442 -1.06939 -17.13213  0.121
H -16.78544 -3.29908 -16.85755  0.088
H -17.93289 -4.59088 -17.46179  0.085
H -18.49634 -3.49076 -16.27294  0.086
C -24.10929 3.77792 -18.55744  -0.125
O -24.99908 4.87817 -18.58384  -0.193
C -26.34840 4.39602 -18.44426  -0.190
C -26.76657 4.63613 -16.97108  -0.188
N -26.75531 6.03381 -16.61216  -0.067
C -27.69196 6.93261 -17.28391  -0.168
C -27.65527 8.33543 -16.68179  -0.214
O -26.71796 9.22193 -17.23194  -0.162
C -25.44667 9.24862 -16.63797  -0.104
H -24.04138 3.41230 -17.52545  0.095
H -23.12314 4.00790 -18.96017  0.072
H -24.37344 2.88062 -19.13033  0.088
H -26.53335 3.37921 -18.78714  0.121
H -26.96174 5.06343 -19.05489  0.103
H -26.23686 3.94114 -16.32127  0.122
H -27.82587 4.34685 -16.93251  0.094
H -25.80932 6.38156 -16.73873  0.101
H -28.72298 6.58573 -17.25039  0.113
H -27.35980 7.14596 -18.31037  0.112
H -27.60531 8.17483 -15.59537  0.119
H -28.62243 8.81117 -16.85061  0.127
H -24.85965 8.32678 -16.78038  0.063
H -25.53018 9.15971 -15.54260  0.076
H -24.97223 10.16143 -16.97979  0.095
C -15.94827 7.73218 -21.74064  -0.127
O -15.56896 8.81968 -20.93449  -0.187
C -16.60174 9.73359 -20.58789  -0.200
C -17.23852 9.46931 -19.20309  -0.180
N -18.35681 8.52455 -19.41008  -0.078
C -19.28567 8.44949 -18.29182  -0.230
C -20.54569 7.70790 -18.64841  -0.220
O -21.17699 7.40421 -17.42287  -0.191
C -22.41965 6.75179 -17.47460  -0.108
H -16.81850 7.25089 -21.28378  0.073
H -15.10020 7.04601 -21.75429  0.086
H -16.17412 7.84784 -22.80934  0.084
H -17.41345 9.57903 -21.30404  0.109
H -16.13560 10.71139 -20.67368  0.120
H -17.57100 10.40252 -18.74157  0.112
H -16.50983 8.90945 -18.61582  0.122
H -18.85768 8.85695 -20.22909  0.099
H -19.58676 9.43322 -17.88677  0.119
H -18.77026 8.08456 -17.39849  0.126
H -20.29149 6.79851 -19.20679  0.111
H -21.20716 8.33945 -19.25345  0.131
H -22.38561 5.74459 -17.88987  0.062
H -23.09688 7.31799 -18.12909  0.085
H -22.89738 6.76006 -16.49696  0.086
C -29.98798 10.41253 -12.86990  -0.102
O -28.78267 9.68618 -13.02805  -0.217
C -27.88226 9.81685 -11.95258  -0.227
C -26.46155 9.45056 -12.39324  -0.204
N -25.73386 10.53425 -13.00074  -0.049
C -26.27770 11.48107 -13.95798  -0.202
C -25.87740 12.94860 -13.84595  -0.198
O -26.31227 13.66838 -14.97949  -0.196
C -25.55754 13.61198 -16.15137  -0.119
H -29.80238 11.48744 -12.88121  0.084
H -30.40444 10.13659 -11.89103  0.083
H -30.73135 10.05132 -13.57446  0.087
H -28.15166 9.13493 -11.14529  0.122
H -27.78140 10.86398 -11.64166  0.125
H -26.60533 8.51122 -12.95708  0.101
H -25.82087 9.18167 -11.54791  0.118
H -24.88556 10.24789 -13.47882  0.069
H -27.36586 11.51824 -13.83451  0.106
H -26.10046 11.10092 -14.97057  0.086
H -24.82569 13.16133 -13.62678  0.124
H -26.48052 13.37588 -13.04202  0.121
H -24.47627 13.69560 -15.97641  0.090
H -25.94705 14.36734 -16.82793  0.091
H -25.62286 12.64172 -16.67083  0.069
C -32.35330 6.71242 -10.14212  -0.101
O -31.84519 5.48464 -10.63632  -0.177
C -30.96262 5.61919 -11.71491  -0.230
C -31.60184 6.01782 -13.03783  -0.198
N -31.87329 4.91018 -13.95599  -0.051
C -30.64427 4.22032 -14.40478  -0.193
C -30.77943 3.86428 -15.89773  -0.218
O -31.41130 4.89373 -16.61702  -0.202
C -31.12116 4.89614 -18.00038  -0.093
H -33.10248 6.42731 -9.40613  0.089
H -32.94030 7.18145 -10.93920  0.075
H -31.59980 7.39653 -9.75324  0.087
H -30.35442 4.71671 -11.82976  0.119
H -30.15538 6.33675 -11.50080  0.117
H -30.95594 6.75973 -13.52933  0.115
H -32.58942 6.45640 -12.88523  0.111
H -32.32061 5.20348 -14.80945  0.086
H -30.37000 3.33751 -13.82184  0.115
H -29.78498 4.88653 -14.22060  0.089
H -31.41445 2.97433 -15.96110  0.127
H -29.77591 3.60706 -16.25012  0.100
H -31.52052 5.80238 -18.45459  0.093
H -31.61213 4.06002 -18.50376  0.093
H -30.03686 4.92350 -18.12907  0.065